The following is a quantum chemistry calculation of a 6-piece molecular cluster, C5H24N2O5S overall at a distorted geometry, from the Open Molecules 2025 dataset.

Geometry (Å):
N: 0.359 2.105 -0.401
C: -0.734 1.395 -1.020
C: -0.963 1.808 -2.476
S: 0.620 1.986 -3.431
C: -0.817 -0.103 -0.747
N: -0.808 -0.450 0.674
C: -2.029 -1.074 1.174
C: -3.193 -0.170 1.561
H: 0.514 1.878 0.565
H: 0.598 0.748 -3.930
H: 1.245 2.064 -0.888
H: -1.613 1.835 -0.556
H: -1.517 1.054 -3.029
H: -1.438 2.785 -2.495
H: 0.004 -0.629 -1.247
H: -1.741 -0.483 -1.181
H: -0.540 0.308 1.274
H: -1.747 -1.695 2.013
H: -2.393 -1.736 0.387
H: -3.794 -0.710 2.302
H: -2.897 0.725 2.117
H: -3.862 0.144 0.761
H: 3.281 -0.065 -0.760
H: 3.351 0.100 0.733
O: 3.586 -0.531 0.027
H: 1.523 -2.425 0.497
H: 2.447 -3.432 1.211
O: 1.667 -2.883 1.334
H: -1.348 -2.826 -1.825
H: -1.776 -2.833 -3.269
O: -1.041 -2.557 -2.699
H: 2.623 1.905 2.377
H: 1.994 3.229 1.851
O: 2.437 2.414 1.582
H: 3.332 -0.379 2.926
H: 2.195 -1.171 2.092
O: 2.477 -0.333 2.496

Multiplicity: 1
Largest force on an atom in eV/Å: 1.51
SMILES: CCNC[C@@H](N)CS.O.O.O.O.O
Energy in eV: -29626.9558
Energy relative to the best compared isomer or geometry (same formula, charge and spin) in eV: 1.3169
Gap between HOMO and LUMO in eV: 8.82

Atom charges from the Löwdin analysis, given in e for atoms 1 to 4:
1. N 0.03
2. C -0.48
3. C -0.46
4. S 0.70



The following is a quantum chemistry calculation of a 6-piece molecular cluster, C5H24N2O6 overall at a distorted geometry, from the Open Molecules 2025 dataset.

Geometry (Å):
C: 2.396 -1.270 1.390
N: 2.429 -0.618 0.039
C: 1.452 -1.262 -0.872
C: 0.414 -0.245 -1.338
C: -0.932 -0.793 -1.767
O: -1.612 -1.409 -0.678
C: 1.070 -0.888 2.060
N: 0.897 0.559 2.233
H: 3.219 -0.807 1.927
H: 2.466 -2.354 1.303
H: 3.351 -0.836 -0.309
H: 0.933 -2.045 -0.321
H: 1.957 -1.699 -1.732
H: 0.869 0.430 -2.080
H: 0.301 0.505 -0.544
H: -0.827 -1.565 -2.530
H: -1.524 0.042 -2.137
H: 0.994 -1.431 3.005
H: 0.252 -1.256 1.443
H: 1.202 0.836 3.151
H: 1.491 1.014 1.553
H: -1.804 -0.824 0.082
H: -0.409 2.300 -0.973
H: -0.828 3.648 -1.386
O: -1.145 2.739 -1.424
H: -3.592 2.207 -0.314
H: -2.603 3.382 0.022
O: -3.443 2.962 0.257
H: -0.991 0.772 1.531
H: -2.492 1.338 1.335
O: -1.903 0.566 1.255
H: -1.111 -3.123 -0.267
H: -0.970 -4.273 -1.191
O: -0.693 -4.008 -0.307
H: 2.193 1.632 -0.356
H: 2.391 2.813 -1.475
O: 1.977 2.538 -0.659

Multiplicity: 1
Largest force on an atom in eV/Å: 1.70
SMILES: NCCNCCCO.O.O.O.O.O
Energy in eV: -20839.8220
Energy relative to the best compared isomer or geometry (same formula, charge and spin) in eV: 0.7855
Gap between HOMO and LUMO in eV: 10.19

Atom charges from the Löwdin analysis, given in e for atoms 1 to 4:
1. C -0.19
2. N -0.08
3. C -0.20
4. C -0.19